2 unconnected molecules or ions with the total composition C3H7NO3 at a distorted geometry, computed with ωB97M-V with the def2-TZVPD basis set.

Each line ends with the Löwdin charge.
Geometry (Å):
C: -1.165 -0.798 0.985  -0.0065
C: -0.746 -1.544 -0.236  -0.5121
O: -1.490 -2.312 -0.797  0.0868
N: 0.480 -1.234 -0.800  0.1354
C: 1.499 -0.505 -0.219  -0.3138
O: 2.549 -0.304 -0.773  0.0525
H: -0.425 -0.606 1.773  0.0754
H: -1.465 0.213 0.685  0.1002
H: -1.997 -1.312 1.470  0.0921
H: 0.664 -1.542 -1.746  0.1621
H: 1.284 -0.118 0.777  0.1232
O: 0.000 3.277 -0.094  -0.0662
H: -0.124 3.314 -1.053  0.0377
H: 0.935 3.469 0.027  0.0332

Frontier orbital gap ... 11.0 eV
2S+1 ... 1
Structure (SMILES) ... CC(=O)NC=O.O
Total charge ... 0
Relative energy (zero: lowest compared OMol25 entry of this formula, charge and spin) ... 0.854 eV
HOMO level ... -0.3822 Ha

2 unconnected molecules or ions with the total composition C3H7NO3 at a distorted geometry, computed with ωB97M-V with the def2-TZVPD basis set.

Each line ends with the Löwdin charge.
Geometry (Å):
C: 0.194 -0.217 -1.210  -0.0058
C: 0.101 0.970 -0.468  -0.4946
N: -1.052 1.353 0.172  0.1604
O: 1.120 1.850 -0.490  0.1064
H: -0.710 -0.606 -1.658  0.0950
H: 1.096 -0.335 -1.788  0.0903
H: -0.931 1.860 1.040  0.1123
H: -1.712 0.590 0.282  0.1035
H: 0.904 2.639 0.022  0.1202
O: 1.227 -2.381 0.367  0.0106
C: 0.529 -1.401 0.520  -0.5362
O: -0.764 -1.480 1.025  -0.0200
H: 0.976 -0.425 1.036  0.1474
H: -0.979 -2.419 1.149  0.1105

Frontier orbital gap ... 8.4 eV
2S+1 ... 1
Structure (SMILES) ... C=C(N)O.O=CO
Total charge ... 0
Relative energy (zero: lowest compared OMol25 entry of this formula, charge and spin) ... 3.178 eV
HOMO level ... -0.2970 Ha

2 unconnected molecules or ions with the total composition C3H7NO3 at a distorted geometry, computed with ωB97M-V with the def2-TZVPD basis set.

Each line ends with the Löwdin charge.
Geometry (Å):
C: -0.166 0.240 -1.704  -0.0385
C: -0.446 0.711 -0.253  -0.5243
C: -1.422 -0.270 0.320  -0.0635
O: -0.046 1.716 0.285  0.0414
H: -0.382 -0.895 -1.713  0.0936
H: 0.835 0.395 -2.183  0.0856
H: -0.916 0.715 -2.367  0.0893
H: -2.380 0.043 0.804  0.0978
H: -0.979 -1.020 1.082  0.1045
H: -1.779 -0.972 -0.386  0.0386
O: 1.470 -1.604 1.244  0.0506
N: 1.451 -0.424 1.159  -0.1149
O: 2.420 0.186 1.950  0.0033
H: 2.340 1.180 1.763  0.1367

Frontier orbital gap ... 10.0 eV
2S+1 ... 1
Structure (SMILES) ... CC(C)=O.O=NO
Total charge ... 0
Relative energy (zero: lowest compared OMol25 entry of this formula, charge and spin) ... 4.912 eV
HOMO level ... -0.3615 Ha

C3H7NO3 in the gas phase at a distorted geometry, computed with ωB97M-V with the def2-TZVPD basis set.

Each line ends with the Löwdin charge.
Geometry (Å):
C: 2.049 0.470 -0.050  0.0368
N: 0.685 -0.393 0.023  -0.1044
O: 1.389 -1.622 -0.194  -0.0901
C: -0.869 -0.565 -0.146  -0.3677
O: -1.244 -1.683 -0.213  0.1246
C: -1.474 0.759 0.032  -0.2870
O: -2.800 0.834 -0.045  -0.0287
H: 2.427 0.357 -0.954  0.0222
H: 2.583 0.095 0.839  0.0994
H: 1.829 1.475 -0.054  0.0412
H: 0.739 -2.323 -0.054  0.0766
H: -0.888 1.380 -0.697  0.1501
H: -1.126 1.130 1.061  0.1585
H: -3.300 0.085 0.451  0.1686

Frontier orbital gap ... 8.9 eV
2S+1 ... 1
Structure (SMILES) ... CN(O)C(=O)CO
Total charge ... 0
Relative energy (zero: lowest compared OMol25 entry of this formula, charge and spin) ... 5.372 eV
HOMO level ... -0.3055 Ha

2 unconnected molecules or ions with the total composition C3H7NO3 at a distorted geometry, computed with ωB97M-V with the def2-TZVPD basis set.

Each line ends with the Löwdin charge.
Geometry (Å):
C: -0.798 0.092 -2.093  -0.0040
C: 0.075 0.416 -0.858  -0.5246
O: 1.198 0.981 -0.925  0.0216
N: -0.151 -0.177 0.311  0.0427
C: -0.207 -1.615 0.372  -0.2081
O: -1.197 -2.160 0.906  0.0366
H: -1.905 0.083 -1.802  0.1045
H: -0.570 -0.862 -2.553  0.0687
H: -0.769 0.876 -2.888  0.0874
H: 0.337 0.590 0.916  0.1264
H: 0.309 -1.985 -0.633  0.1646
O: 0.811 1.816 2.001  -0.0239
H: 1.143 2.039 2.875  0.0684
H: 1.594 2.052 1.531  0.0398

Frontier orbital gap ... 9.4 eV
2S+1 ... 1
Structure (SMILES) ... CC(=O)NC=O.O
Total charge ... 0
Relative energy (zero: lowest compared OMol25 entry of this formula, charge and spin) ... 3.359 eV
HOMO level ... -0.3499 Ha

C3H7NO3 in the gas phase at a distorted geometry, computed with ωB97M-V with the def2-TZVPD basis set.

Each line ends with the Löwdin charge.
Geometry (Å):
N: -0.210 -1.646 0.586  0.0635
C: -0.490 -0.314 0.078  -0.3429
C: 0.389 0.510 0.916  -0.2645
O: 0.354 1.887 0.640  -0.0687
C: -0.294 -0.298 -1.456  -0.4610
O: -0.675 -1.155 -2.225  0.1132
O: 0.243 0.888 -1.840  0.1014
H: -0.789 -2.153 -0.012  0.0517
H: 0.696 -1.807 0.156  0.0883
H: -1.606 -0.093 0.137  0.1872
H: 1.307 -0.113 0.934  0.1394
H: -0.001 0.440 1.972  0.1464
H: 1.031 2.278 1.275  0.1469
H: 0.045 1.576 -1.162  0.0990

Frontier orbital gap ... 10.5 eV
2S+1 ... 1
Structure (SMILES) ... N[C@@H](CO)C(=O)O
Total charge ... 0
Relative energy (zero: lowest compared OMol25 entry of this formula, charge and spin) ... 2.161 eV
HOMO level ... -0.3712 Ha

C3H7NO3 in the gas phase at a distorted geometry, computed with ωB97M-V with the def2-TZVPD basis set.

Each line ends with the Löwdin charge.
Geometry (Å):
N: -1.330 -0.517 -0.677  0.0533
C: 0.071 0.006 -0.293  -0.2320
C: -0.029 1.190 0.705  -0.2153
O: -1.189 1.968 0.408  -0.0998
C: 0.931 -1.114 0.432  -0.4321
O: 0.607 -1.659 1.475  0.1095
O: 2.180 -1.228 -0.151  0.0751
H: -1.502 -1.381 -0.140  0.0965
H: -1.309 -0.651 -1.664  0.0646
H: 0.452 0.321 -1.209  0.1080
H: 0.862 1.768 0.586  0.1081
H: -0.162 0.882 1.809  0.1493
H: -1.687 1.317 -0.175  0.0742
H: 2.106 -0.904 -1.105  0.1406

Frontier orbital gap ... 10.3 eV
2S+1 ... 1
Structure (SMILES) ... N[C@@H](CO)C(=O)O
Total charge ... 0
Relative energy (zero: lowest compared OMol25 entry of this formula, charge and spin) ... 1.988 eV
HOMO level ... -0.3708 Ha

C3H7NO3 in the gas phase at a distorted geometry, computed with ωB97M-V with the def2-TZVPD basis set.

Each line ends with the Löwdin charge.
Geometry (Å):
N: 1.278 -0.820 0.396  0.0462
C: 0.192 0.082 -0.127  -0.2625
C: -0.400 0.823 1.094  -0.2072
O: -0.235 2.227 0.972  -0.0582
C: -0.860 -0.656 -0.947  -0.4764
O: -2.006 -0.322 -0.946  0.1354
O: -0.250 -1.511 -1.831  0.0877
H: 2.097 -0.361 -0.023  0.0786
H: 1.365 -1.642 -0.202  0.0611
H: 0.470 0.848 -0.871  0.1610
H: -1.456 0.547 1.160  0.1160
H: 0.090 0.508 2.021  0.1180
H: 0.618 2.473 1.319  0.0781
H: -0.903 -2.196 -2.017  0.1223

Frontier orbital gap ... 10.7 eV
2S+1 ... 1
Structure (SMILES) ... N[C@H](CO)C(=O)O
Total charge ... 0
Relative energy (zero: lowest compared OMol25 entry of this formula, charge and spin) ... 1.886 eV
HOMO level ... -0.3724 Ha

Number 4 is which compound?
C3H7NO3

What is the formula in the second record?
C3H7NO3

Repeat the eighth record exactly.
C3H7NO3 in the gas phase at a distorted geometry, computed with ωB97M-V with the def2-TZVPD basis set.

Each line ends with the Löwdin charge.
Geometry (Å):
N: 1.278 -0.820 0.396  0.0462
C: 0.192 0.082 -0.127  -0.2625
C: -0.400 0.823 1.094  -0.2072
O: -0.235 2.227 0.972  -0.0582
C: -0.860 -0.656 -0.947  -0.4764
O: -2.006 -0.322 -0.946  0.1354
O: -0.250 -1.511 -1.831  0.0877
H: 2.097 -0.361 -0.023  0.0786
H: 1.365 -1.642 -0.202  0.0611
H: 0.470 0.848 -0.871  0.1610
H: -1.456 0.547 1.160  0.1160
H: 0.090 0.508 2.021  0.1180
H: 0.618 2.473 1.319  0.0781
H: -0.903 -2.196 -2.017  0.1223

Frontier orbital gap ... 10.7 eV
2S+1 ... 1
Structure (SMILES) ... N[C@H](CO)C(=O)O
Total charge ... 0
Relative energy (zero: lowest compared OMol25 entry of this formula, charge and spin) ... 1.886 eV
HOMO level ... -0.3724 Ha